The following is a DFT calculation (ωB97M-V/def2-TZVPD) of a cluster of 6 separate species, C28H59N10O8 in total at a distorted geometry.

```
105
Properties=species:S:1:pos:R:3:forces:R:3:lowdin_charge:R:1
C 3.12794 -0.38209 4.50078 -0.640 0.710 1.318 -0.09
O 2.16950 0.13918 3.54617 0.855 -1.708 -0.481 -0.24
C 2.37697 -0.40315 2.22644 -0.429 1.552 -0.835 -0.22
C 0.98524 -0.29811 1.47437 -0.311 0.308 0.083 -0.13
C 0.75518 -1.39500 0.35718 1.247 0.255 -0.245 -0.11
N -0.32021 -2.38203 0.65174 -0.460 -0.826 -0.109 0.15
C -1.53974 -2.10311 1.01275 -3.398 2.712 0.669 -0.22
N -2.06156 -0.78469 1.23556 1.192 -1.705 0.510 0.12
C -3.28685 -0.87983 2.10133 -0.477 -0.819 -1.188 -0.23
C -3.53318 0.23340 3.17689 -0.841 -0.613 0.423 -0.07
C -5.03044 0.00909 3.73539 0.463 -0.259 0.294 -0.40
C -5.06604 -0.76692 5.11139 -0.064 0.381 0.068 -0.05
O -5.66022 1.29147 3.92336 0.713 -0.729 0.215 -0.06
C -3.10648 -2.39483 2.59984 -0.153 3.083 0.200 -0.20
N -1.96801 -2.21399 3.59717 -1.239 -1.765 1.054 0.17
C -2.24916 -2.70263 4.70510 0.640 0.070 -0.526 -0.32
O -2.46425 -3.17815 5.74223 0.151 0.367 -0.482 0.21
N -2.65629 -2.94984 1.32288 2.652 -1.329 0.744 -0.01
C -2.50185 -4.41808 1.18904 -1.000 -0.897 0.353 -0.12
C -1.99457 -5.16688 2.47034 1.366 -0.237 -0.957 -0.20
N -0.81226 -5.67219 2.40073 -1.549 0.614 0.668 0.10
H 3.75800 -1.23159 4.12510 -0.549 0.957 0.188 0.09
H 3.73524 0.49582 4.87354 -0.251 -1.180 -0.519 0.08
H 2.52230 -0.73396 5.39513 0.792 0.220 -1.030 0.10
H 3.07206 0.33214 1.70214 -0.373 -1.284 0.392 0.13
H 2.81354 -1.44034 2.22145 -0.507 0.903 0.155 0.12
H 0.18830 -0.31918 2.28008 0.865 -0.126 -1.096 0.11
H 0.90468 0.70731 0.95608 0.071 -1.132 0.779 0.13
H 0.57296 -0.97840 -0.67281 0.032 -0.173 1.169 0.13
H 1.71762 -1.99142 0.27489 -1.297 0.468 0.039 0.14
H -0.08780 -3.38100 0.56182 -0.136 0.651 0.151 0.16
H -2.13361 -0.18072 0.40775 0.553 0.288 0.057 0.11
H -4.13577 -0.93913 1.35956 0.375 0.367 0.970 0.15
H -2.82571 0.18845 4.05537 -0.452 -0.043 -1.179 0.12
H -3.51936 1.27905 2.76228 0.134 -1.200 0.062 0.13
H -5.57486 -0.58482 2.94013 0.112 1.002 0.937 0.14
H -6.06165 -0.67736 5.64592 1.002 0.000 -0.966 0.10
H -4.87965 -1.87151 4.99408 0.122 1.120 0.229 0.07
H -4.31031 -0.26283 5.79269 -0.665 -0.932 -0.659 0.10
H -5.21479 1.67022 4.70920 -0.501 -0.075 -0.567 0.10
H -4.00386 -2.85222 3.10224 0.835 0.228 -1.165 0.17
H -3.53060 -4.83584 0.94480 1.117 0.597 0.243 0.14
H -1.87031 -4.62907 0.28156 -0.412 0.052 1.143 0.12
H -2.64802 -5.29619 3.37975 0.383 0.326 -1.021 0.13
H -0.59851 -6.14755 3.28792 0.093 0.042 -0.359 0.06
C -4.15137 1.84519 -0.89361 0.045 -0.089 0.045 0.01
C -2.74366 1.96464 -1.41679 0.165 0.398 -0.308 -0.53
O -1.83882 1.21203 -1.04645 -0.142 -0.349 0.578 -0.03
N -2.48436 2.93279 -2.32014 -0.081 -0.569 0.520 0.03
C -3.40123 3.90828 -2.87734 0.368 0.087 -0.210 -0.05
H -4.20473 1.02505 -0.17845 0.062 0.058 -0.069 0.06
H -4.44263 2.76569 -0.38495 -0.130 -0.040 -0.106 0.10
H -4.84028 1.63351 -1.71314 -0.073 0.129 0.089 0.10
H -1.51992 2.95207 -2.62613 -0.070 0.058 -0.103 0.15
H -3.42242 3.78171 -3.96067 -0.161 0.138 0.025 0.09
H -3.02749 4.90596 -2.64292 -0.204 0.051 -0.076 0.09
H -4.40754 3.79850 -2.48186 0.114 -0.057 0.018 0.08
C 6.80377 3.83684 4.09845 0.072 -0.004 0.058 -0.01
C 6.07897 4.25726 2.84611 0.163 0.270 -0.344 -0.53
O 6.62138 4.91578 1.97243 -0.099 -0.176 0.377 0.03
N 4.77738 3.87846 2.70638 0.365 -0.018 0.177 0.01
C 3.96569 3.10293 3.62204 -0.210 0.228 -0.540 -0.07
H 7.82557 4.21036 4.06631 -0.132 0.020 -0.127 0.09
H 6.30991 4.25566 4.97753 0.010 -0.168 0.041 0.09
H 6.83567 2.74750 4.16719 -0.061 0.041 0.157 0.08
H 4.35771 4.19546 1.84487 0.010 -0.005 0.100 0.14
H 3.62103 2.20659 3.10326 -0.133 -0.081 0.279 0.06
H 3.10072 3.70582 3.90618 -0.071 -0.227 0.214 0.09
H 4.51322 2.81406 4.51555 0.056 0.105 -0.107 0.07
C -1.11403 -0.01901 -3.75071 0.095 0.105 0.073 -0.02
C -0.49110 0.52386 -5.01044 0.242 0.177 -0.407 -0.55
O 0.15910 1.56167 -5.01476 -0.135 0.005 0.230 0.02
N -0.67151 -0.17560 -6.15967 0.037 0.155 0.415 0.01
C -1.40333 -1.41318 -6.34761 0.218 0.261 -0.355 -0.08
H -0.88475 0.64584 -2.91949 0.040 -0.122 -0.235 0.04
H -2.19923 -0.07218 -3.86211 0.031 -0.201 0.067 0.09
H -0.70795 -1.00816 -3.52555 -0.196 -0.071 -0.037 0.08
H -0.22778 0.24738 -6.96219 -0.047 -0.036 0.056 0.14
H -0.71567 -2.16256 -6.74506 -0.192 -0.178 0.042 0.08
H -2.19750 -1.23706 -7.07485 -0.097 -0.275 0.088 0.09
H -1.83805 -1.77862 -5.42195 0.022 0.059 -0.097 0.05
C -2.28370 -5.09800 -3.23836 -0.075 0.012 0.171 -0.02
C -2.20672 -4.77420 -4.70932 -0.111 0.180 -0.535 -0.55
O -2.98021 -3.99161 -5.24253 0.039 -0.005 0.257 0.02
N -1.23934 -5.38392 -5.44318 -0.223 0.162 0.426 0.01
C -0.23817 -6.33273 -4.99741 0.018 0.106 -0.516 -0.07
H -3.10207 -4.53740 -2.78835 0.021 0.007 -0.200 0.08
H -2.47527 -6.16340 -3.09700 0.148 0.029 0.104 0.09
H -1.35316 -4.81289 -2.74159 0.022 -0.183 0.025 0.07
H -1.24867 -5.11967 -6.41782 -0.005 -0.068 0.065 0.14
H 0.74943 -5.91860 -5.20880 0.090 -0.200 0.144 0.09
H -0.36343 -7.25845 -5.56156 0.169 -0.100 0.182 0.09
H -0.31930 -6.54552 -3.93462 -0.067 0.062 -0.084 0.07
C 6.52363 5.80967 -0.76224 0.058 0.055 -0.266 -0.03
C 7.03076 5.70854 -2.17777 0.364 0.214 -0.107 -0.55
O 8.15780 6.05833 -2.49118 -0.134 -0.063 0.027 0.03
N 6.18535 5.20630 -3.12374 0.089 0.066 0.290 0.00
C 4.82545 4.74218 -2.95277 0.270 0.001 -0.501 -0.09
H 7.30187 6.22385 -0.12640 -0.032 -0.110 -0.134 0.08
H 5.65529 6.47139 -0.72151 -0.072 -0.136 0.083 0.09
H 6.26247 4.82109 -0.38596 -0.089 0.142 0.066 0.06
H 6.59248 5.16826 -4.04669 -0.056 -0.001 0.074 0.14
H 4.77418 3.69611 -3.26340 -0.269 -0.014 0.100 0.08
H 4.17266 5.33607 -3.59621 -0.229 -0.125 0.130 0.08
H 4.49033 4.82860 -1.92233 0.127 0.044 -0.054 0.07
```
Forces are in eV/Å.

## Properties
* Kohn-Sham gap: 7.541 eV
* charge: +1
* LUMO energy: -2.620 eV
* HOMO: -10.160 eV
* 2S+1: 1
* F_max: 0.08554 Eh/bohr